No. 1
A cluster of 2 separate species, C6H10N2 in total. Source: OMol25; level of theory: ωB97M-V with the def2-TZVPD basis set.

Calculated values
Frontier orbital gap = 10.239 eV
HOMO = -9.36 eV
Structure (SMILES) = c1ccncc1.CN

The geometry in ORCA input format:
```
! wB97M-V def2-TZVPD RIJCOSX def2/J DEFGRID3
* xyz 0 1
H 0.9917 1.2014 -0.2066
H 0.7685 -1.2754 0.2898
C 0.3119 0.0128 2.1015
H -0.0774 -0.5009 1.1642
H -0.3606 2.2017 -2.1446
H -0.4190 0.2463 2.9107
H -2.1188 -1.5068 -2.6860
H -0.6406 -2.6442 -0.9801
N 0.9695 1.3379 1.8013
N -1.3028 0.3643 -2.5046
H 0.9968 -0.6831 2.7393
H 1.7978 1.0440 1.2198
H 1.3094 1.6661 2.5703
C 0.1865 -0.7320 -0.4535
C 0.2254 0.6449 -0.7165
C -0.5228 1.1640 -1.7826
C -0.6933 -1.5919 -1.1621
C -1.4220 -0.9491 -2.1601
*
```


No. 2
A cluster of 2 separate species, C6H10N2 in total. Source: OMol25; level of theory: ωB97M-V with the def2-TZVPD basis set.

Calculated values
Frontier orbital gap = 9.373 eV
HOMO = -8.66 eV
Structure (SMILES) = [H]/N=C(/C#C)CC.C=N

The geometry in ORCA input format:
```
! wB97M-V def2-TZVPD RIJCOSX def2/J DEFGRID3
* xyz 0 1
H 1.8475 0.8686 1.1199
N -0.3031 -1.3892 -1.5534
H -1.4024 -1.2276 -1.2181
H 0.7611 0.7200 2.4897
C 1.8302 -0.4974 -1.1638
H -3.3578 -0.5148 -0.0598
N -2.5669 -0.2198 -0.6284
H -1.2581 1.2775 -0.9355
C 0.8068 0.7100 1.3988
H -0.7212 -0.8546 1.1869
H 3.8980 0.1899 -1.7424
H -2.3680 1.5309 0.5221
H 0.2329 1.5573 1.0252
C -2.0505 0.8972 -0.3041
C 2.9294 -0.1201 -1.4684
C 0.5245 -0.8895 -0.7737
C 0.2893 -0.6132 0.8562
H 0.9083 -1.4254 1.2489
*
```


No. 3
The molecule C6H10N2. Source: OMol25; level of theory: ωB97M-V with the def2-TZVPD basis set.

Calculated values
Frontier orbital gap = 9.510 eV
HOMO = -8.64 eV
Structure (SMILES) = C[C@@]12CCC=NN1C2

The geometry in ORCA input format:
```
! wB97M-V def2-TZVPD RIJCOSX def2/J DEFGRID3
* xyz 0 1
H -0.0853 1.4303 -1.2996
C 2.1964 0.0038 -0.4539
H -2.2359 1.5924 -0.1733
C -1.5461 0.8474 0.2258
H -1.6596 0.8057 1.3440
N 0.0346 -1.4480 -0.4170
H -0.3562 -0.8687 1.6268
C -0.1042 1.1586 -0.2169
C -2.0459 -0.4515 -0.3575
H 2.6748 0.4914 0.4144
C 0.7065 -0.1986 -0.1442
N -1.3754 -1.5248 -0.6730
C 0.3934 -1.1786 0.9122
H 2.3303 0.5193 -1.4116
H 2.7446 -0.9502 -0.6741
H 0.2734 2.0323 0.3726
H -3.1254 -0.4711 -0.4424
H 1.1801 -1.7896 1.3678
*
```


No. 4
The molecule C6H10N2. Source: OMol25; level of theory: ωB97M-V with the def2-TZVPD basis set.

Calculated values
Frontier orbital gap = 10.354 eV
HOMO = -9.52 eV
Structure (SMILES) = C[C@@H]1N[C@H](C)[C@H]1C#N

The geometry in ORCA input format:
```
! wB97M-V def2-TZVPD RIJCOSX def2/J DEFGRID3
* xyz 0 1
H -2.0194 -1.9283 -1.4380
H 0.6127 1.7231 -0.7325
H 2.7946 0.5594 0.0477
N -0.7258 1.3022 2.7238
H 2.1375 -0.9710 -0.7115
C 0.0904 0.0963 0.5496
H -1.8143 -2.1770 0.4056
C 2.2616 0.1337 -0.7845
H -0.6190 -2.6828 -0.7926
C -1.3575 -1.9401 -0.5253
H 0.8072 -0.6108 0.8556
N -0.1078 0.0415 -1.6431
C -0.9330 -0.4037 -0.4769
H 0.2808 -0.8134 -1.9943
H 2.6963 0.5246 -1.6775
C 0.8291 0.6759 -0.6575
C -0.4298 0.9016 1.6707
H -1.8066 0.1890 -0.1839
*
```


No. 5
A structure of composition C6H10N2. Source: OMol25; level of theory: ωB97M-V with the def2-TZVPD basis set.

Calculated values
Frontier orbital gap = 9.390 eV
HOMO = -8.41 eV

The geometry in ORCA input format:
```
! wB97M-V def2-TZVPD RIJCOSX def2/J DEFGRID3
* xyz 0 1
C -0.5035 -0.7014 -0.1010
H 0.9193 2.1980 -0.0509
N -1.9587 0.6826 0.3582
N 1.3312 0.3260 -1.0887
H -2.7617 -1.2242 -0.2497
H 2.4796 -0.2357 1.0734
C -1.9773 -0.5638 -0.4134
H 1.5977 -1.7462 -0.7253
H -0.3919 -0.9661 0.9168
H 1.0445 -0.5637 2.0308
C 0.8992 0.9985 0.2107
H 2.4299 0.5602 -1.1243
C 1.1251 -0.8323 -0.3903
C -0.5426 0.6978 -0.2173
C 1.4161 -0.2023 0.9981
H -0.7497 1.3390 -1.0437
H -2.2126 0.3161 1.2417
H -2.1444 -0.0824 -1.4251
*
```


No. 6
The molecule C6H10N2. Source: OMol25; level of theory: ωB97M-V with the def2-TZVPD basis set.

Calculated values
Frontier orbital gap = 9.492 eV
HOMO = -8.55 eV
Structure (SMILES) = CCCc1c[nH]cn1

The geometry in ORCA input format:
```
! wB97M-V def2-TZVPD RIJCOSX def2/J DEFGRID3
* xyz 0 1
H 0.5710 0.2016 -1.9342
C 2.0905 0.4837 -0.2337
H -2.4980 -0.7592 2.2321
C 2.8684 1.6013 -0.8315
N -1.0283 -1.2727 -0.5909
C -1.1402 0.3619 0.9583
H 2.4132 2.5738 -0.5223
C -1.9270 -1.5973 0.4450
H 0.2798 1.6073 -1.0021
H 2.1052 0.5172 0.8555
H 2.8121 1.3737 -1.9092
H -2.1281 -2.6468 0.5286
H 3.9857 1.6778 -0.4551
N -2.0443 -0.6416 1.3675
C 0.6603 0.5687 -0.8823
H 2.5725 -0.5238 -0.6729
H -1.1778 1.2725 1.3867
C -0.4565 -0.0674 -0.1130
*
```


No. 7
A cluster of 2 separate species, C6H10N2O in total. Source: OMol25; level of theory: ωB97M-V with the def2-TZVPD basis set.

Calculated values
Frontier orbital gap = 8.983 eV
HOMO = -8.75 eV
Structure (SMILES) = [H]/N=C(/C)C#N.C/C=C/O

The geometry in ORCA input format:
```
! wB97M-V def2-TZVPD RIJCOSX def2/J DEFGRID3
* xyz 0 1
C -1.3325 -0.5621 1.8257
C 0.8341 -0.8032 -0.9454
N -2.2332 0.4788 -0.2186
O 2.1187 -0.7516 1.0373
H -2.2068 1.3640 -0.7384
H -1.0586 -0.1003 2.7774
H 0.5143 -1.8146 -0.7062
H -0.5556 -0.5723 -2.5410
H 2.1708 0.7717 -0.3516
H 0.4900 0.8257 -2.3029
H 2.6004 -0.0758 1.5475
H -0.6075 -1.3484 1.6014
H -2.3155 -1.0285 1.9241
C 0.4659 -0.2687 -2.2924
N 0.1008 2.6323 0.9834
H 1.1386 -0.6479 -3.0655
C -0.5206 1.6555 0.8928
C 1.7325 -0.1982 -0.1456
C -1.3357 0.4437 0.7181
*
```


No. 8
A cluster of 2 separate species, C6H10N2O in total. Source: OMol25; level of theory: ωB97M-V with the def2-TZVPD basis set.

Calculated values
Frontier orbital gap = 9.819 eV
HOMO = -9.74 eV
Structure (SMILES) = [H]/N=C/N=C.C=CC(C)=O

The geometry in ORCA input format:
```
! wB97M-V def2-TZVPD RIJCOSX def2/J DEFGRID3
* xyz 0 1
H -0.9597 0.2413 2.1505
O 1.4735 -0.4020 1.9779
H -0.4568 2.6914 0.3778
H 1.3455 1.8776 -0.3281
C -0.2031 -2.1595 -0.6680
N 0.2049 -2.7709 -1.6944
H -2.5330 0.1147 -1.2172
H 2.7693 0.9670 0.2281
H 0.1869 -2.2783 0.3531
C -0.4109 0.8797 1.4703
C 0.9708 0.4049 1.2249
H 0.9590 -3.4262 -1.5227
H -1.9723 2.2671 1.2993
C -1.5475 -0.3240 -1.3016
C 1.7059 0.9137 0.0119
H 1.5682 0.1851 -0.7884
H -0.8144 0.2092 -1.9077
C -0.9687 1.9945 1.0182
N -1.3176 -1.3854 -0.6840
*
```


No. 9
The molecule C6H10N2O. Source: OMol25; level of theory: ωB97M-V with the def2-TZVPD basis set.

Calculated values
Frontier orbital gap = 9.584 eV
HOMO = -8.73 eV
Structure (SMILES) = C1=NC[C@@H]2C[C@H](CO2)N1

The geometry in ORCA input format:
```
! wB97M-V def2-TZVPD RIJCOSX def2/J DEFGRID3
* xyz 0 1
C -0.2340 -0.9358 -0.1762
N 1.8601 0.8005 -0.2675
H -2.3976 -1.4284 -1.2846
H 1.2740 -1.9509 0.6312
H -0.0691 -0.3205 -1.0405
C -1.8016 -0.8686 -0.4778
H 0.6720 1.5004 -1.6109
N 0.9792 -1.5136 -0.1976
C -0.2928 -0.0782 1.0446
C -0.7643 1.1509 0.3181
C 0.6453 1.6061 -0.3384
H -2.4180 -1.2041 0.4172
H 0.9241 2.5761 -0.0167
H 2.9584 -0.8545 -0.3559
H 0.6073 0.0751 1.5268
C 2.0085 -0.5205 -0.2717
H -0.9380 -0.5705 1.7851
H -1.1891 1.9542 0.8699
O -1.8244 0.5823 -0.5550
*
```


No. 10
The molecule C6H10N2O. Source: OMol25; level of theory: ωB97M-V with the def2-TZVPD basis set.

Calculated values
Frontier orbital gap = 10.155 eV
HOMO = -9.42 eV
Structure (SMILES) = CC1(C)NC[C@@]1(O)C#N

The geometry in ORCA input format:
```
! wB97M-V def2-TZVPD RIJCOSX def2/J DEFGRID3
* xyz 0 1
C -1.0054 -0.0372 -0.2172
H 0.4032 2.0656 0.6195
H 0.8370 -1.5703 -1.6176
H -1.3803 -0.0020 -2.0825
H 1.6767 1.1133 1.5784
N -2.3948 2.2007 -0.5375
H -1.8919 -0.5306 1.7949
H -1.6435 -1.8514 0.4799
H 2.2899 -1.3460 -0.5010
H 1.9367 1.5946 -0.1818
C 0.5068 -0.1002 0.1242
C -1.2917 -0.9269 0.9971
C -1.7284 1.2344 -0.3567
H 1.8114 0.0232 -1.6856
C 1.4067 -0.8306 -0.9884
O -1.3002 -0.7518 -1.4574
H 0.4662 -0.4907 2.1356
C 1.1783 1.2091 0.5859
N 0.1233 -1.0030 1.3101
*
```


No. 11
The molecule C6H10N2O2. Source: OMol25; level of theory: ωB97M-V with the def2-TZVPD basis set.

Calculated values
Frontier orbital gap = 10.430 eV
HOMO = -9.52 eV
Structure (SMILES) = C=N[C@@]1(O)O[C@@]12CCCN2

The geometry in ORCA input format:
```
! wB97M-V def2-TZVPD RIJCOSX def2/J DEFGRID3
* xyz 0 1
H -2.8217 1.6871 -0.7323
H -2.9896 -2.5713 0.1238
H 1.2914 -1.1434 -1.0617
H -1.7536 -1.8958 -1.0816
H 0.1000 -1.7398 0.0684
C 1.7431 -0.4070 0.8384
O -0.6407 0.8660 0.7327
C -1.4373 0.5874 -0.3366
C 0.7420 -0.8630 -0.2157
O -2.0790 1.5201 -1.2912
H 2.9730 1.3018 0.4823
N 1.1801 1.2370 -0.7284
H 1.3285 -0.7391 1.7887
C -2.4368 -1.6387 -0.2947
N -2.4189 -0.4533 0.1751
H 1.5353 1.5435 1.4084
H 2.6896 -1.0447 0.7472
C 1.9393 1.0645 0.5791
H 0.9698 2.2532 -0.8895
C 0.0855 0.4355 -0.3123
*
```


No. 12
A structure of composition C6H10N2O2. Source: OMol25; level of theory: ωB97M-V with the def2-TZVPD basis set.

Calculated values
Frontier orbital gap (alpha / beta) = 7.708 / 7.711 eV
HOMO (alpha / beta) = -7.77 / -7.77 eV

The geometry in ORCA input format:
```
! wB97M-V def2-TZVPD RIJCOSX def2/J DEFGRID3
* xyz 0 1
O 2.6522 -0.5705 -2.0221
C 2.5005 -0.7441 -0.6684
H 0.1471 -0.2250 2.1744
H -1.9172 2.8544 0.8164
H 0.2269 -1.7711 1.2598
N -0.3304 -0.3191 -1.9858
H -2.8033 -0.3708 -0.5844
C 0.0048 -0.1031 -0.8345
C -1.1054 2.1902 0.5246
H -2.3940 -0.7140 1.0997
H -3.3990 0.6879 0.7125
H 0.3838 -0.6989 -2.6037
H -0.1258 2.6372 0.4188
C -2.5478 0.0870 0.3729
N 0.7451 0.0074 0.2001
O 3.3772 -1.2289 -0.0016
H 1.7128 -0.9436 1.7501
C 0.6862 -0.7949 1.4194
C -1.3436 0.9319 0.2378
H 3.5298 -0.9121 -2.2860
*
```


No. 13
A cluster of 2 separate species, C6H10N2O2 in total. Source: OMol25; level of theory: ωB97M-V with the def2-TZVPD basis set.

Calculated values
Frontier orbital gap = 10.617 eV
HOMO = -10.00 eV

The geometry in ORCA input format:
```
! wB97M-V def2-TZVPD RIJCOSX def2/J DEFGRID3
* xyz 0 1
H 1.7513 -0.3915 1.7307
C -1.8877 -0.1381 -0.2521
H 0.9817 -0.4910 -1.7170
H 1.4709 -2.0639 1.6504
H 1.8882 -1.8386 -1.0744
O 0.7973 1.9239 0.5808
C 1.0453 -1.0359 1.6053
C 0.0028 0.9997 0.2271
C 1.3654 -0.7567 -0.9001
H 2.7869 0.9760 -1.2793
C 2.6839 0.0958 -1.0483
N -0.9142 -1.0768 -0.0821
H -0.8946 -1.9423 0.0019
H -1.9171 1.6797 -0.0291
C 0.3488 -0.4703 0.2084
N -1.3232 1.1089 -0.0212
H 3.7432 -0.2464 -1.3681
H 0.1956 -1.2448 2.4333
O -3.1258 -0.3256 -0.4662
H 2.9325 0.3843 0.4160
*
```


no.,strongest force on any atom (eV/A)
1,7.99
2,3.84
3,2.86
4,3.23
5,6.37
6,4.61
7,2.71
8,1.39
9,6.55
10,4.34
11,4.85
12,5.69
13,15.80